ORCA calculation (ωB97M-V/def2-TZVPD) on one molecule with the formula C5H8FNS in a non-equilibrium geometry.

Geometry (Å):
C (2.10, 0.40, 0.48)
C (0.80, 0.14, 0.06)
N (0.40, -1.27, -0.12)
C (-0.15, 1.18, 0.14)
C (-1.42, 0.84, -0.08)
S (-2.73, 1.73, 0.37)
C (-1.99, -0.58, -0.33)
F (-1.43, -0.96, -1.71)
H (2.30, -0.38, 1.30)
H (3.08, 0.28, -0.24)
H (2.31, 1.42, 0.82)
H (-0.29, -1.41, -1.02)
H (1.33, -1.65, -0.09)
H (0.18, 2.18, 0.22)
H (-1.40, -1.20, 0.49)
H (-3.09, -0.72, -0.31)

Results
- Total energy: -747.9936 hartree
- ΔE to the lowest compared entry with this formula, charge and spin: 70.5 kcal per mole
- Kohn-Sham gap: 7.48 eV
- HOMO energy: -8.00 eV
- Structure (SMILES): C/C(N)=C/C(=S)CF
- LUMO level: -0.51 eV

ORCA calculation (ωB97M-V/def2-TZVPD) on C5H8I2N as an isolated structure in a non-equilibrium geometry.

Geometry (Å):
C (1.16, -1.38, 0.63)
C (0.74, -0.35, 1.39)
C (1.72, -0.87, -0.73)
C (1.21, 0.59, -0.73)
C (-3.17, 0.73, -0.17)
N (0.94, 0.86, 0.71)
I (-4.37, 2.37, 0.26)
I (-3.73, -1.18, -0.23)
H (0.93, -2.40, 0.71)
H (0.40, -0.36, 2.44)
H (2.75, -0.93, -0.89)
H (1.17, -1.44, -1.48)
H (1.74, 1.18, -1.31)
H (0.12, 0.64, -1.19)
H (-2.08, 0.82, -0.26)
H (0.48, 1.74, 0.85)

Results
- Total energy: -845.0347 hartree
- ΔE to the lowest compared entry with this formula, charge and spin: 99.3 kcal per mole
- Kohn-Sham gap (alpha / beta): 3.16 / 3.15 eV
- HOMO energy (alpha / beta): -10.48 / -10.48 eV
- LUMO level (alpha / beta): -7.32 / -7.33 eV
- Total charge: +1

ORCA calculation (ωB97M-V/def2-TZVPD) on a 2-piece molecular cluster, C5H8IN2 overall in a non-equilibrium geometry.

Geometry (Å):
C (0.84, -1.27, -1.51)
C (0.53, 0.02, -1.77)
C (0.56, -1.75, -0.18)
C (-0.37, 0.82, -0.87)
C (-0.93, -0.09, 0.22)
N (-0.38, -1.21, 0.52)
N (-0.07, 0.97, 2.12)
I (-2.93, 0.09, 0.95)
H (1.69, -1.76, -1.98)
H (0.77, 0.52, -2.82)
H (1.04, -2.74, 0.10)
H (0.09, 1.74, -0.36)
H (-1.15, 1.28, -1.42)
H (-0.31, 1.97, 2.24)
H (0.78, 0.83, 1.71)
H (-0.16, 0.60, 3.05)

Results
- Total energy: -602.1763 hartree
- ΔE to the lowest compared entry with this formula, charge and spin: 54.8 kcal per mole
- Kohn-Sham gap: 7.47 eV
- HOMO energy: -13.51 eV
- LUMO level: -6.04 eV
- Total charge: +1

ORCA calculation (ωB97M-V/def2-TZVPD) on a 2-piece molecular cluster, C5H8IN2 overall in a non-equilibrium geometry.

Geometry (Å):
C (-0.47, 2.46, 0.47)
C (-2.17, 0.67, 0.14)
C (0.17, 2.96, -0.58)
C (0.61, -1.46, 0.00)
C (1.44, -2.64, -0.13)
N (-1.50, 1.63, 0.33)
N (-0.52, -1.23, 0.50)
I (-3.69, -0.62, -0.22)
H (-0.22, 2.82, 1.51)
H (-0.07, 2.77, -1.55)
H (1.06, 3.67, -0.68)
H (1.14, -0.56, -0.21)
H (0.97, -3.52, 0.27)
H (2.29, -2.30, 0.44)
H (2.04, -2.56, -1.09)
H (-1.07, -2.09, 0.81)

Results
- Total energy: -602.1368 hartree
- ΔE to the lowest compared entry with this formula, charge and spin: 79.5 kcal per mole
- Kohn-Sham gap: 8.70 eV
- HOMO energy: -13.48 eV
- LUMO level: -4.78 eV
- Total charge: +1

ORCA calculation (ωB97M-V/def2-TZVPD) on C5H8LiNdO4 as an isolated structure in a non-equilibrium geometry.

Geometry (Å):
C (-2.72, 1.47, -0.21)
C (-2.89, -0.01, -0.36)
O (-2.77, -0.73, 0.70)
Li (-2.68, -2.83, 0.64)
H (-3.52, 1.97, -0.77)
H (-2.81, 1.75, 0.85)
H (-1.72, 1.79, -0.55)
H (-0.81, -1.47, -1.33)
O (-0.87, -2.30, 0.69)
C (0.88, -0.50, 2.35)
C (0.02, -2.04, -0.31)
O (1.49, -0.07, 3.32)
O (1.68, -0.80, 1.26)
C (1.13, -1.04, -0.02)
Nd (-1.19, -0.79, 2.08)
H (0.54, -3.00, -0.43)
H (0.78, -0.08, -0.42)
H (1.99, -1.44, -0.59)
H (-3.85, -0.23, -0.87)

Results
- 2S+1: 4
- Total energy: -1064.4351 hartree
- ΔE to the lowest compared entry with this formula, charge and spin: 60.0 kcal per mole
- Kohn-Sham gap (alpha / beta): 5.76 / 5.72 eV
- HOMO energy (alpha / beta): -16.16 / -16.10 eV
- LUMO level (alpha / beta): -10.40 / -10.38 eV
- Total charge: +2

ORCA calculation (ωB97M-V/def2-TZVPD) on C5H8LiO3Pm as an isolated structure in a non-equilibrium geometry.

Geometry (Å):
C (-7.22, 1.59, -1.18)
C (-8.10, 1.45, -0.32)
H (-7.12, 1.69, -2.25)
H (-4.91, 1.25, -1.82)
H (-8.57, 1.79, 0.60)
Li (-4.58, 4.11, 1.06)
O (-2.59, 3.14, -1.99)
Pm (-1.79, 0.55, -3.28)
O (-3.80, 1.43, -1.87)
C (-3.55, 2.59, -1.30)
O (-4.33, 3.15, -0.54)
C (-2.04, 4.46, -1.71)
C (-2.05, 5.21, -3.02)
H (-2.70, 4.93, -0.97)
H (-1.02, 4.31, -1.34)
H (-3.07, 5.52, -3.27)
H (-1.41, 6.10, -2.91)
H (-1.65, 4.58, -3.83)

Results
- 2S+1: 6
- Total energy: -1035.7791 hartree
- ΔE to the lowest compared entry with this formula, charge and spin: 21.2 kcal per mole
- Kohn-Sham gap (alpha / beta): 6.65 / 6.82 eV
- HOMO energy (alpha / beta): -18.96 / -18.96 eV
- LUMO level (alpha / beta): -12.31 / -12.14 eV
- Total charge: +3